(1)
Computed, not measured: 40 unconnected molecules or ions with the total composition H80O40 in a non-equilibrium geometry, with ωB97M-V with the def2-TZVPD basis set.

Properties
E_HOMO (spin up / spin down), eV: -12.28 / -12.28
Charge: +1
Multiplicity: 2
Expectation value of S²: 0.756
Relative energy (zero: lowest compared OMol25 entry of this formula, charge and spin), eV: 14.354

CARTESIAN COORDINATES (ANGSTROEM)
H1 2.3995 2.7289 -2.2902
H2 3.6164 2.2330 -2.5135
O1 2.9877 2.1790 -1.7317
H3 -5.7460 0.0534 2.8414
H4 -5.6453 1.7158 2.6372
O2 -5.7411 0.8979 2.2669
H5 -0.1108 2.7437 -2.1881
H6 0.4290 3.7740 -1.1429
O3 0.1679 2.8862 -1.2794
H7 5.6770 -0.9544 -1.7892
H8 5.5440 -0.5479 -3.1031
O4 6.2248 -0.5634 -2.5605
H9 0.6015 -3.2774 1.8819
H10 1.3803 -4.5905 1.3848
O5 0.6749 -3.9853 1.2919
H11 2.8238 -3.8504 0.4799
O6 2.9770 -4.8549 0.2747
H12 6.0284 -2.6655 -1.4455
O7 5.6429 -3.4069 -1.9730
H13 -0.8728 0.7242 -0.7786
H14 0.5173 1.1752 -0.6743
O8 -0.0498 0.7505 -1.3493
H15 -4.8943 -2.2802 3.4301
H16 -4.4742 -1.8519 1.8998
O9 -4.2779 -1.6632 2.7992
H17 0.3525 -2.8515 -2.7703
H18 0.8433 -4.2773 -2.8593
O10 0.8985 -3.4619 -3.1463
H19 -4.9903 0.0841 0.5330
H20 -3.9382 0.0904 -0.5661
O11 -4.8759 -0.0532 -0.2953
H21 -3.1347 -4.5988 2.9453
O12 -2.6853 -3.7353 2.9039
H22 -2.2204 -2.3704 0.8939
H23 -2.6323 -1.0555 0.9777
O13 -2.4254 -1.6979 0.2321
H24 -3.8925 2.2274 3.5384
H25 -3.4052 3.5607 4.0582
O14 -4.0402 3.1207 3.5491
H26 1.8765 3.0401 -3.9853
H27 0.7296 3.9288 -4.6349
O15 0.9676 3.0491 -4.3533
H28 0.1228 -0.8031 -5.1463
H29 0.3655 -0.1429 -3.9024
O16 -0.3507 -0.1391 -4.5474
H30 -2.2513 -0.2208 -4.1848
H31 -2.2683 0.8133 -3.0086
O17 -2.8665 0.1446 -3.4796
H32 -1.1373 -5.8225 -0.3270
H33 -0.1419 -5.2283 0.5162
O18 -0.3543 -6.1157 -0.1812
H34 3.0741 3.6182 -0.2572
O19 2.8642 3.6024 0.7274
H35 -0.3018 6.0111 -2.4079
H36 1.1344 5.5279 -2.7279
O20 0.3194 5.4677 -2.1846
H37 -4.3853 -3.7320 -0.1533
O21 -4.7875 -4.5444 -0.1263
H38 3.0014 1.7890 -5.0216
H39 4.5573 2.3155 -4.5989
O22 3.7818 1.6769 -4.4024
H40 -1.6914 -4.0529 -4.6130
H41 -1.4028 -3.2145 -3.3870
O23 -1.1495 -4.0103 -3.8909
H42 -5.6096 -1.6362 -1.7484
H43 -5.5260 -3.3715 -1.7257
O24 -6.0383 -2.4953 -2.0850
H44 0.9587 -0.5549 3.7672
H45 1.3800 0.6426 4.7491
O25 1.0300 -0.2593 4.7075
H46 2.0825 5.7955 2.5247
H47 3.1881 4.7094 2.5154
O26 2.8134 5.4075 3.0935
H48 1.6923 -1.7017 -0.3055
H49 1.2023 -0.5653 -1.2461
O27 1.8542 -0.8382 -0.4682
H50 -1.5622 4.9933 1.3662
H51 -0.7976 4.6218 0.2292
O28 -0.8497 4.6313 1.0721
H52 3.9894 2.1114 3.8947
H53 5.4348 2.4893 3.4705
O29 4.9001 1.7136 3.6414
H54 -1.2238 2.1858 3.7265
H55 -0.8258 3.4520 2.9290
O30 -1.4985 2.8301 3.0234
H56 -5.1051 2.1787 -1.4002
H57 -6.2380 1.7564 -2.2552
O31 -5.4269 2.3020 -2.2573
H58 5.2638 0.0655 2.8955
O32 5.0272 -0.7632 2.3781
H59 -3.4295 1.6979 0.7914
H60 -2.3923 1.4800 1.7256
O33 -2.7830 0.9907 1.0561
H61 3.0561 2.7489 0.9904
H62 3.8973 -4.7963 -0.1199
H63 -4.1875 -5.2340 0.0670
H64 4.7865 -3.3591 -1.4376
H65 -2.9337 -2.7510 2.8862
H66 5.5779 -0.4993 1.5901
O34 -0.4848 -3.6260 5.4593
H67 -1.3548 -3.8786 5.5654
H68 -0.4495 -2.9629 6.3318
O35 -3.4497 4.2503 0.6651
H69 -4.3654 4.3458 0.9397
H70 -3.3663 4.3542 -0.3229
O36 -1.6911 -1.8669 -2.4090
H71 -2.3632 -1.8752 -1.6446
H72 -2.1645 -1.6782 -3.2262
O37 1.0496 -0.4528 1.8963
H73 1.5546 -0.4822 1.0669
H74 1.8846 -0.6183 2.3676
O38 3.4705 0.4655 5.3281
H75 4.3165 0.3640 4.9043
H76 3.5454 -0.4404 5.6000
O39 5.0159 -0.3079 -0.2127
H77 5.5352 0.4065 -0.6175
H78 4.0288 0.0463 -0.2144
O40 2.4091 -0.2990 -4.0197
H79 3.2705 -0.0335 -4.1572
H80 2.4615 -0.9986 -3.4269

Löwdin atomic charge list, values in e, 4 entries: 0.013 0.050 -0.076 0.093



(2)
Computed, not measured: a molecular structure, H80O44SY in a non-equilibrium geometry, with ωB97M-V with the def2-TZVPD basis set.

Properties
E_HOMO, eV: -12.08
Charge: +1

CARTESIAN COORDINATES (ANGSTROEM)
Y1 -1.0096 2.0803 -2.3464
S1 0.0193 0.2938 -0.3259
O1 -1.3470 0.8713 -0.3886
O2 0.6999 0.9275 -1.5115
O3 0.7012 0.6400 0.9464
O4 0.0115 -1.1740 -0.5738
O5 -4.3604 -1.2497 2.8046
H1 -4.2129 -1.7228 3.6217
H2 -4.5434 -0.3415 3.0899
O6 4.7586 -2.9390 -0.5640
H3 3.8343 -3.1492 -0.7402
H4 5.2273 -2.9647 -1.4027
O7 2.8130 -0.8475 -2.4055
H5 2.2708 -1.5352 -2.0135
H6 2.3966 -0.0112 -2.1751
O8 -3.5726 -3.0118 0.4901
H7 -3.0057 -2.5847 1.1483
H8 -4.4335 -3.0525 0.9352
O9 -5.2337 -0.1888 -0.8745
H9 -5.3339 -0.3583 0.0675
H10 -4.7428 -0.9258 -1.2601
O10 4.9667 2.8767 1.3382
H11 4.7587 1.9646 1.1074
H12 4.9206 2.9271 2.2915
O11 -1.3861 3.7798 2.1535
H13 -1.2716 3.3806 3.0202
H14 -0.5719 4.2609 2.0323
O12 -1.4984 -4.1336 3.8453
H15 -1.3172 -3.4765 3.1613
H16 -0.6135 -4.3612 4.1476
O13 -1.3475 -1.9680 1.8624
H17 -1.4340 -1.0995 2.2948
H18 -0.6297 -1.9225 1.2197
O14 1.4460 -1.4191 5.4670
H19 0.8337 -1.7226 6.1486
H20 1.1781 -1.8496 4.6443
O15 0.6843 2.1671 -3.9760
H21 0.9742 1.5190 -4.6568
H22 1.3838 2.8615 -3.9680
O16 1.3487 3.4954 1.4753
H23 2.3025 3.5501 1.3145
H24 1.1879 2.5540 1.6164
O17 -2.2540 2.1783 -4.5772
H25 -1.4734 2.5069 -5.0427
H26 -2.2238 1.2018 -4.5659
O18 4.5479 -2.4312 -3.6135
H27 5.0995 -2.0436 -4.3043
H28 4.1492 -1.7032 -3.1148
O19 -4.0160 -2.2294 -3.7535
H29 -3.5802 -2.7564 -3.0810
H30 -4.9002 -2.5946 -3.8337
O20 1.3432 0.0726 -5.6589
H31 1.4689 -0.0509 -6.6006
H32 1.1100 -0.8142 -5.2991
O21 3.7573 4.3565 -1.1467
H33 3.6226 5.2511 -0.7946
H34 4.2994 3.9524 -0.4384
O22 3.5126 0.7653 0.2266
H35 2.5799 0.6860 -0.0010
H36 4.0691 0.5765 -0.5348
O23 -1.2337 0.5650 2.9936
H37 -0.5519 0.7910 2.3254
H38 -1.2360 1.2941 3.6489
O24 1.3296 -4.1692 4.2026
H39 1.8226 -4.5875 3.5026
H40 1.8691 -4.1931 4.9933
O25 -2.4111 -2.0115 -1.5884
H41 -1.7387 -1.7273 -0.9816
H42 -3.0915 -2.4435 -0.9915
O26 -2.5354 -0.1746 5.2530
H43 -2.5665 -0.4424 6.1861
H44 -2.0262 -0.8799 4.8392
O27 -3.5805 5.3056 1.2430
H45 -2.9246 4.8983 1.8297
H46 -4.4350 5.2050 1.6855
O28 0.6766 3.7861 -1.3032
H47 1.5759 3.8519 -1.6414
H48 0.8069 3.7779 -0.3404
O29 0.6237 -5.3863 -1.5501
H49 0.5552 -6.0341 -0.8478
H50 -0.2590 -5.0513 -1.6974
O30 5.8122 -0.7504 0.9702
H51 4.9959 -0.2720 1.1707
H52 5.4702 -1.5626 0.5837
O31 -1.3386 -0.1743 -3.4103
H53 -0.7823 -0.8234 -3.8949
H54 -1.9510 -0.7538 -2.8944
O32 -3.4998 1.2212 1.3328
H55 -2.7715 1.1523 1.9519
H56 -3.3289 0.5150 0.6875
O33 2.7307 4.0205 -4.0659
H57 2.5046 4.8039 -4.5859
H58 2.9925 4.3052 -3.1875
O34 1.8798 1.2332 4.6269
H59 1.9339 0.4395 5.1786
H60 2.7808 1.5076 4.4433
O35 -1.0864 4.7170 -3.2873
H61 -2.0229 4.8932 -3.2483
H62 -0.7112 4.9019 -2.4195
O36 -0.8857 2.4910 4.8409
H63 -0.0174 2.1370 5.0276
H64 -1.4957 2.2198 5.5324
O37 2.6221 -4.9029 1.6208
H65 2.5316 -4.0488 1.1730
H66 3.3831 -5.3211 1.2217
O38 1.9768 -3.2235 -0.6233
H67 1.4346 -3.9582 -0.9430
H68 1.3861 -2.4600 -0.5573
O39 -5.8213 2.1459 2.9810
H69 -6.2557 1.3747 3.3823
H70 -5.0931 1.8006 2.4512
O40 1.9405 -3.9487 -3.9732
H71 1.8627 -4.6298 -3.2855
H72 2.7604 -3.4579 -3.8473
O41 1.8563 -1.4633 2.5405
H73 2.7391 -1.4079 2.9069
H74 1.5202 -0.5564 2.5117
O42 -3.3438 1.2659 -2.2379
H75 -3.8632 0.8372 -1.5442
H76 -3.9318 1.9694 -2.5663
O43 0.0116 -2.4003 -4.5732
H77 0.6472 -3.1130 -4.2867
H78 -0.4723 -2.7227 -5.3382
O44 -2.3340 3.4290 -0.6662
H79 -2.6567 4.2985 -0.3569
H80 -2.7435 2.8332 -0.0311

Löwdin atomic charge list, values in e, 4 entries: 1.658 0.408 -0.379 -0.439



(3)
Computed, not measured: H8INSi3 in the gas phase in a non-equilibrium geometry, with ωB97M-V with the def2-TZVPD basis set.

Properties
E_HOMO, eV: -9.64
Charge: 0
SMILES: [SiH3]N([SiH3])[SiH2]I
Relative energy (zero: lowest compared OMol25 entry of this formula, charge and spin), eV: 0.000

CARTESIAN COORDINATES (ANGSTROEM)
Si1 0.5534 -1.0462 -1.3589
N1 0.0093 -0.0653 0.0445
Si2 -0.6262 -0.7830 1.5185
Si3 0.1601 1.7253 -0.1990
I1 -1.9064 2.8564 -0.7671
H1 -0.6143 -1.8968 -1.6378
H2 1.7038 -1.9854 -0.9536
H3 1.0773 -0.1149 -2.3103
H4 -1.1324 -1.9379 0.8605
H5 0.6227 -1.1494 2.3495
H6 -1.5030 -0.0174 2.3816
H7 0.3558 2.5765 1.1277
H8 1.2999 1.8382 -1.0556

Löwdin atomic charge list, values in e, 4 entries: 0.487 -0.646 0.466 -0.039



(4)
Computed, not measured: a molecular structure, H8KO4 in a non-equilibrium geometry, with ωB97M-V with the def2-TZVPD basis set.

Properties
E_HOMO (spin up / spin down), eV: -21.22 / -18.96
Charge: +2
Multiplicity: 2
Expectation value of S²: 0.756
Relative energy (zero: lowest compared OMol25 entry of this formula, charge and spin), eV: 0.133

CARTESIAN COORDINATES (ANGSTROEM)
K1 -5.7607 -1.2740 -8.8911
O1 -5.8196 1.4664 -9.9687
H1 -5.5054 1.8569 -9.1532
H2 -5.1263 1.6462 -10.6037
O2 -6.7802 -2.0353 -11.3864
H3 -7.7127 -1.8665 -11.2512
H4 -6.7521 -2.6612 -12.1100
O3 -3.2744 -2.6874 -9.0452
H5 -2.3728 -2.9752 -8.9023
H6 -3.5790 -3.2112 -9.7862
O4 -6.5572 -3.7694 -7.5545
H7 -7.4016 -4.1828 -7.7343
H8 -6.0138 -4.4757 -7.2049

Löwdin atomic charge list, values in e, 4 entries: 0.973 0.069 0.082 0.093



(5)
Computed, not measured: a molecular structure, H8N2O10Zn in a non-equilibrium geometry, with ωB97M-V with the def2-TZVPD basis set.

Properties
E_HOMO, eV: -8.66
Charge: 0
Relative energy (zero: lowest compared OMol25 entry of this formula, charge and spin), eV: 1.319

CARTESIAN COORDINATES (ANGSTROEM)
Zn1 -5.0980 -7.4181 22.4377
N1 -3.9947 -5.7470 19.8685
O1 -4.3436 -6.5822 20.7796
O2 -4.1847 -6.0278 18.6917
O3 -3.4720 -4.7017 20.2338
N2 -3.0035 -9.7591 21.9554
O4 -4.0450 -9.1142 22.4133
O5 -2.2454 -10.2793 22.7871
O6 -2.8257 -9.7968 20.7504
O7 -6.5634 -8.4465 21.3399
H1 -7.5104 -8.4298 21.1701
H2 -6.2336 -9.2977 21.0137
O8 -6.4190 -5.7067 22.5166
H3 -6.4749 -5.0755 23.2434
H4 -6.9875 -5.3669 21.8158
O9 -3.5543 -6.4512 23.4875
H5 -3.2444 -6.9994 24.2207
H6 -2.7932 -5.9297 23.2024
O10 -6.0526 -7.8692 24.2564
H7 -5.6702 -8.6480 24.6899
H8 -7.0041 -7.9310 24.3983

Löwdin atomic charge list, values in e, 4 entries: 0.646 -0.571 -0.140 0.027



(6)
Computed, not measured: 2 unconnected molecules or ions with the total composition H8N2Si2 in a non-equilibrium geometry, with ωB97M-V with the def2-TZVPD basis set.

Properties
E_HOMO, eV: -8.70
Charge: 0
Relative energy (zero: lowest compared OMol25 entry of this formula, charge and spin), eV: 2.750

CARTESIAN COORDINATES (ANGSTROEM)
N1 0.2776 -0.1971 1.6140
N2 0.8615 0.7547 -2.1435
Si1 -0.9445 -1.3394 1.2043
Si2 -0.4689 1.4492 -1.3187
H1 0.5121 0.3192 2.4352
H2 0.7919 0.2514 0.8145
H3 0.9141 -0.2614 -1.8750
H4 1.7651 0.9721 -2.3824
H5 -1.1105 -1.9529 2.5573
H6 -2.0719 -0.6319 0.7973
H7 -0.4968 -2.2428 0.2357
H8 -0.0297 2.8789 -1.9387

Löwdin atomic charge list, values in e, 4 entries: -0.224 -0.268 0.435 0.572



(7)
Computed, not measured: a molecular structure, H8N4O in a non-equilibrium geometry, with ωB97M-V with the def2-TZVPD basis set.

Properties
E_HOMO, eV: -7.29
Charge: 0
Relative energy (zero: lowest compared OMol25 entry of this formula, charge and spin), eV: 2.393

CARTESIAN COORDINATES (ANGSTROEM)
N1 0.9148 -0.7561 0.5350
N2 0.8216 0.4734 0.8410
N3 2.1214 -1.2862 0.4684
H1 -0.3601 -0.7928 -1.3919
H2 1.6760 1.0431 0.7476
H3 -0.2457 0.9846 0.2634
H4 2.9311 -0.7138 0.2259
H5 2.1380 -2.2714 0.2617
N4 -2.4761 1.0022 0.0910
O1 -1.2090 1.2763 -0.4980
H6 -0.7132 -0.0067 -1.3024
H7 -2.4531 0.0391 0.4386
H8 -3.1456 1.0084 -0.6804

Löwdin atomic charge list, values in e, 4 entries: -0.116 0.054 0.067 0.016



(8)
Computed, not measured: a molecular structure, H8O12S2Tl in a non-equilibrium geometry, with ωB97M-V with the def2-TZVPD basis set.

Properties
E_HOMO, eV: -2.80
Charge: -1
Relative energy (zero: lowest compared OMol25 entry of this formula, charge and spin), eV: 11.992

CARTESIAN COORDINATES (ANGSTROEM)
Tl1 0.4447 0.7240 -0.9419
S1 -0.8784 -2.2624 -0.8440
O1 -0.5667 -2.5625 0.5089
O2 -2.3020 -2.3915 -0.8955
O3 -0.5308 -0.9015 -1.2045
O4 -0.3356 -3.1954 -1.7289
S2 -1.9331 0.5332 0.4102
O5 -2.7443 1.4555 1.1741
O6 -2.5395 -0.7749 0.1789
O7 -1.7033 0.9355 -0.9218
O8 -0.6821 0.3595 1.0055
O9 1.0662 1.0095 1.0971
H1 0.7115 0.3952 1.7399
H2 1.2134 1.8158 1.5915
O10 2.5721 0.4630 -1.3142
H3 3.2049 0.3447 -0.6058
H4 2.9682 0.0222 -2.0659
O11 -0.3268 2.3431 0.2287
H5 -0.9763 2.3326 0.9318
H6 0.0008 3.2425 0.2181
O12 1.0801 -0.9275 0.3543
H7 1.8655 -1.3703 0.6756
H8 0.3918 -1.5904 0.4081

Löwdin atomic charge list, values in e, 4 entries: 1.039 0.197 -0.241 -0.239



(9)
Computed, not measured: 4 unconnected molecules or ions with the total composition H8O3S2, with ωB97M-V with the def2-TZVPD basis set.

Properties
E_HOMO, eV: -8.97
Charge: 0
SMILES: SS.O.O.O
Relative energy (zero: lowest compared OMol25 entry of this formula, charge and spin), eV: 0.263

CARTESIAN COORDINATES (ANGSTROEM)
S1 -1.3773 -0.0214 -1.0191
S2 -1.5371 -0.0485 1.0918
H1 -1.0124 1.2586 -0.8780
H2 -2.4856 -0.9938 1.1704
O1 1.2953 1.8203 -0.9765
H3 1.9762 1.4232 -0.4136
H4 1.6886 1.8002 -1.8645
O2 2.5715 0.3294 0.9641
H5 2.4043 0.2885 1.9078
H6 2.1489 -0.4562 0.5893
O3 1.0722 -2.2644 -0.2082
H7 0.8427 -2.3345 0.7207
H8 0.3921 -1.7172 -0.6191

Löwdin atomic charge list, values in e, 4 entries: 0.305 0.267 -0.203 -0.206



(10)
Computed, not measured: 4 unconnected molecules or ions with the total composition H8O4 in a non-equilibrium geometry, with ωB97M-V with the def2-TZVPD basis set.

Properties
E_HOMO, eV: -10.50
Charge: 0
SMILES: O.O.O.O
Relative energy (zero: lowest compared OMol25 entry of this formula, charge and spin), eV: 0.941

CARTESIAN COORDINATES (ANGSTROEM)
O1 2.0778 1.3643 -0.7911
H1 2.5590 2.1054 -1.1157
H2 2.0677 0.6346 -1.4432
O2 0.3914 -1.0983 0.1635
H3 -0.1083 -0.5281 0.7598
H4 1.2981 -0.7414 0.2299
O3 -1.6286 -1.6408 -1.5909
H5 -0.8784 -1.2976 -1.0327
H6 -2.4095 -1.3303 -1.2076
O4 -0.7486 0.7549 1.9628
H7 -1.2054 1.6164 1.7354
H8 -1.4152 0.1610 2.3298

Löwdin atomic charge list, values in e, 4 entries: -0.053 0.017 0.054 -0.066